Record 1
DFT (ωB97M-V with the def2-TZVPD basis set) results for a structure of composition C24H48N2O4Rb at a distorted geometry.

Each line ends with the Löwdin charge.
Cartesian coordinates (Å):
Rb 0.41749 0.28848 -1.22785  0.779
C 3.25472 0.83636 3.72465  -0.054
C 1.92902 0.36054 4.44169  -0.469
C 2.37970 0.05517 5.87877  -0.179
C 2.60028 1.30384 6.81111  -0.166
C 1.24040 2.12699 6.79613  -0.137
C 0.71456 2.54603 5.36282  -0.446
N 0.78775 1.37126 4.41429  -0.200
O 0.11439 1.54192 3.12418  -0.363
C 1.56619 3.71092 4.72417  -0.059
C -0.80221 2.93141 5.64114  -0.062
C 1.54733 -1.05642 3.81669  -0.049
H 3.75198 1.62887 4.28390  0.055
H 2.94733 1.28488 2.77996  0.059
H 3.80588 -0.08709 3.54699  0.057
H 3.25511 -0.59242 5.92762  0.103
H 1.57350 -0.51913 6.33521  0.103
H 3.46878 1.93018 6.60739  0.085
H 2.76079 0.87903 7.80201  0.086
H 1.54296 3.01325 7.35389  0.094
H 0.45149 1.63044 7.36107  0.097
H 1.37942 4.69033 5.16459  0.049
H 1.43229 3.79487 3.64569  0.061
H 2.61843 3.78412 4.99901  0.049
H -1.07254 3.76043 6.29517  0.060
H -1.23779 1.97129 5.91779  0.071
H -1.37159 3.29934 4.78760  0.058
H 2.42903 -1.69341 3.74626  0.059
H 1.19584 -0.96965 2.78858  0.052
H 0.73391 -1.53210 4.36458  0.073
C -1.72569 -4.31948 -3.63391  -0.056
C -3.09427 -3.59553 -3.72558  -0.537
C -3.89820 -4.39590 -4.72819  -0.186
C -4.49656 -5.70496 -4.23745  -0.202
C -5.35987 -5.48527 -3.02341  -0.136
C -4.50272 -4.75029 -1.84857  -0.512
N -3.78093 -3.55194 -2.42885  -0.189
O -3.19030 -2.63531 -1.45025  -0.349
C -3.51724 -5.66096 -1.21911  -0.074
C -5.54995 -4.35896 -0.83010  -0.066
C -2.80281 -2.19892 -4.40339  -0.041
H -1.92955 -5.34005 -3.30991  0.058
H -1.00220 -3.85603 -2.96320  0.064
H -1.27532 -4.18655 -4.61758  0.058
H -3.30251 -4.48223 -5.63692  0.112
H -4.70602 -3.70389 -4.96620  0.108
H -3.70363 -6.42549 -4.03695  0.098
H -5.15126 -5.90129 -5.08653  0.101
H -5.78293 -6.41558 -2.64440  0.103
H -6.22887 -4.88193 -3.28594  0.104
H -3.86505 -6.18156 -0.32684  0.073
H -2.61717 -5.09606 -0.97650  0.080
H -3.17521 -6.47186 -1.86220  0.062
H -6.03632 -5.31049 -0.61530  0.071
H -6.26028 -3.67137 -1.28919  0.079
H -5.00718 -3.93024 0.01233  0.079
H -3.73529 -1.71148 -4.68797  0.071
H -2.11262 -2.42406 -5.21643  0.062
H -2.35919 -1.53687 -3.65976  0.049
C 1.49086 4.03009 -5.07207  -0.010
C 2.32117 2.78346 -5.46929  -0.447
O 2.27211 1.73937 -4.79477  0.025
C 3.13144 2.87423 -6.74003  -0.023
H 1.38458 4.84395 -5.78931  0.073
H 1.98339 4.47014 -4.20497  0.081
H 0.53688 3.57220 -4.81063  0.085
H 2.72782 3.69485 -7.33313  0.070
H 3.07051 1.97580 -7.35421  0.087
H 4.15655 3.09037 -6.43914  0.091
C 3.51279 6.05800 0.62727  -0.015
C 3.69520 4.86651 -0.31947  -0.445
O 2.81218 4.00857 -0.46608  0.035
C 5.03852 4.72305 -1.05450  -0.031
H 2.44031 6.07293 0.82134  0.085
H 3.82564 6.98260 0.14216  0.075
H 4.12559 5.90214 1.51512  0.089
H 5.18936 5.53420 -1.76681  0.073
H 5.11850 3.76358 -1.56551  0.077
H 5.92151 4.90903 -0.44308  0.076

Values from the calculation:
Lowest unoccupied orbital energy ... 0.046 Eh
E ... -1377.5486 a.u.
2S+1 ... 1
HOMO energy ... -1.992 eV
Total charge ... -1
HOMO-LUMO gap ... 0.119 hartree


Record 2
DFT (ωB97M-V with the def2-TZVPD basis set) results for a cluster of 8 separate species, C24H48O24 in total at a distorted geometry.

Each line ends with the Löwdin charge.
Cartesian coordinates (Å):
C 0.25138 -0.08981 -2.95986  -0.009
O 0.59531 -0.15051 -1.55138  0.004
C -0.30025 0.11596 -0.58074  -0.523
O -1.51678 0.43755 -0.67980  0.064
O 0.24244 -0.09553 0.63210  -0.018
C -0.39134 0.42296 1.84298  0.004
H 0.61721 -1.04725 -3.33077  0.091
H 0.66758 0.75133 -3.51426  0.079
H -0.79623 -0.07956 -3.26070  0.070
H 0.01415 -0.24041 2.60693  0.068
H -1.48101 0.42137 1.81621  0.072
H -0.17556 1.47917 2.00404  0.090
C 3.20039 6.03802 0.51024  -0.064
O 2.05764 5.41884 1.03717  0.012
C 2.07528 4.36389 1.86667  -0.577
O 1.04227 3.90200 2.35629  0.091
O 3.28300 3.89624 2.03661  -0.003
C 3.51365 2.69232 2.77742  0.005
H 3.72850 6.64737 1.24364  0.097
H 2.84080 6.56079 -0.37605  0.101
H 4.01577 5.40260 0.16457  0.088
H 3.45177 1.83199 2.11100  0.107
H 2.73573 2.69717 3.54091  0.073
H 4.43321 2.66920 3.36220  0.099
C 1.34615 -5.44986 -4.92490  -0.025
O -0.04950 -5.56893 -5.29759  -0.010
C -0.83153 -4.53171 -4.93260  -0.569
O -0.47049 -3.49363 -4.33083  0.072
O -2.04344 -4.90111 -5.23076  0.021
C -3.14189 -4.03250 -5.12788  -0.034
H 1.75996 -4.68934 -5.58708  0.098
H 1.77867 -6.44277 -5.04801  0.093
H 1.46125 -5.17769 -3.87572  0.093
H -4.02387 -4.61455 -4.86060  0.106
H -3.30602 -3.31789 -5.93441  0.094
H -2.99439 -3.48733 -4.19561  0.084
C 4.16908 -0.58044 6.77416  -0.061
O 3.16467 -0.07993 5.92076  -0.043
C 2.42992 0.95823 6.41881  -0.539
O 2.60371 1.59239 7.45806  0.110
O 1.53085 1.27869 5.46337  -0.053
C 0.71599 2.47124 5.59402  -0.015
H 3.84341 -1.10350 7.67330  0.102
H 4.83981 0.25317 6.98226  0.094
H 4.79725 -1.20015 6.13426  0.095
H 1.35818 3.33743 5.75340  0.095
H 0.02304 2.30189 6.41819  0.102
H 0.22064 2.71093 4.65313  0.079
C 4.42826 2.27723 -4.27476  -0.043
O 3.42537 3.02671 -4.90743  0.008
C 2.48450 2.43866 -5.61468  -0.586
O 2.25416 1.23747 -5.65343  0.093
O 1.83241 3.36341 -6.36910  -0.005
C 0.78578 2.79080 -7.19606  -0.035
H 4.99414 2.69523 -3.44220  0.094
H 5.16104 1.91662 -4.99662  0.103
H 3.85833 1.48119 -3.79559  0.093
H -0.07981 2.40874 -6.65486  0.094
H 1.20282 2.12216 -7.94911  0.099
H 0.34187 3.65314 -7.69346  0.089
C 0.01826 -4.81279 7.67235  -0.048
O -0.05054 -4.26067 6.35061  -0.024
C 0.93299 -3.39777 5.93652  -0.550
O 1.76319 -2.94947 6.69205  0.126
O 0.71157 -3.11700 4.62583  -0.011
C 1.50254 -2.04581 4.09965  -0.046
H -0.99613 -5.08744 7.96162  0.090
H 0.29054 -4.15184 8.49521  0.091
H 0.66969 -5.68638 7.64856  0.097
H 2.52210 -2.41448 4.21222  0.101
H 1.29149 -1.02413 4.41544  0.078
H 1.51656 -1.99955 3.01072  0.092
C -3.04256 -0.73779 -4.88526  -0.025
O -4.37121 -0.92644 -5.42251  -0.036
C -4.78916 -0.30606 -6.53339  -0.563
O -4.19972 0.58576 -7.17662  0.081
O -5.88168 -0.99193 -6.90351  0.000
C -6.27397 -0.78009 -8.30347  -0.029
H -2.41838 -1.30549 -5.57534  0.090
H -2.99336 -1.21999 -3.90896  0.094
H -2.85859 0.33644 -4.90211  0.099
H -6.84349 -1.61113 -8.71953  0.088
H -5.46512 -0.83433 -9.03212  0.088
H -6.76630 0.18232 -8.44303  0.095
C -2.04473 -1.25395 4.78102  -0.020
O -2.39666 0.12742 4.82083  -0.005
C -3.08462 0.69994 3.82914  -0.571
O -3.63977 0.15516 2.86323  0.091
O -3.32596 1.97551 4.20702  -0.008
C -4.21880 2.81631 3.41841  -0.032
H -2.96659 -1.82840 4.87200  0.106
H -1.25616 -1.53519 5.47898  0.090
H -1.68112 -1.52065 3.78867  0.087
H -3.81715 3.23844 2.49723  0.095
H -4.65038 3.66302 3.95219  0.086
H -5.16169 2.32877 3.17066  0.089

Values from the calculation:
Lowest unoccupied orbital energy ... 0.014 Eh
E ... -2748.9451 a.u.
2S+1 ... 1
HOMO energy ... -10.127 eV
HOMO-LUMO gap ... 0.386 hartree
Energy above the lowest of the compared OMol25 structures with the same formula, charge and spin ... 95.5 kcal/mol


Record 3
DFT (ωB97M-V with the def2-TZVPD basis set) results for a cluster of 5 separate species, C24H48O5Si in total at a distorted geometry.

Each line ends with the Löwdin charge.
Cartesian coordinates (Å):
C 4.55313 -2.52962 3.21304  -0.015
C 4.34884 -2.36471 2.03369  -0.259
Si 3.75982 -2.12305 0.23308  0.610
C 3.02056 -0.38377 -0.04985  -0.339
C 1.44551 -0.52320 0.04993  -0.282
C 0.71168 0.89412 0.12446  -0.200
C -0.18271 0.86926 1.43050  -0.223
C -1.18525 2.09391 1.53836  -0.208
C -2.19321 1.78590 2.71819  -0.201
C -3.59620 1.18438 2.27681  -0.190
C -3.65057 0.57751 0.82177  -0.163
C -4.72120 -0.60238 0.74381  -0.250
O -4.47237 -1.58837 1.75604  -0.224
C -5.41676 -2.65831 1.57296  -0.123
H 4.50577 -2.55996 4.32086  0.040
H 2.67252 -3.08436 -0.02001  -0.037
H 4.84906 -2.44545 -0.70802  -0.057
H 3.35580 0.08733 -1.01157  0.072
H 3.40648 0.28110 0.77956  0.076
H 1.04444 -1.11327 -0.81927  0.099
H 1.21936 -1.12177 0.98486  0.092
H 1.45032 1.74095 0.15278  0.110
H 0.02372 0.99896 -0.75102  0.083
H -0.81923 -0.06179 1.42008  0.108
H 0.43239 0.80173 2.37695  0.093
H -0.54865 2.98152 1.84515  0.111
H -1.66343 2.37943 0.56615  0.103
H -1.68153 1.10911 3.44832  0.081
H -2.39704 2.76842 3.24280  0.107
H -3.89935 0.44462 3.07615  0.107
H -4.35667 2.01698 2.35109  0.106
H -4.06499 1.38370 0.14839  0.117
H -2.69135 0.14031 0.45224  0.099
H -5.78171 -0.22200 0.72411  0.122
H -4.52313 -1.12042 -0.25022  0.123
H -5.37933 -3.31407 2.48391  0.092
H -6.45447 -2.23227 1.43666  0.091
H -5.13754 -3.29834 0.68016  0.094
C 1.13433 2.78373 -3.19304  -0.009
C 0.79325 1.40670 -3.69765  -0.481
O 0.52323 0.50159 -2.93425  0.050
C 0.80060 1.19830 -5.18958  -0.018
H 1.09071 2.79104 -2.10322  0.066
H 2.14516 3.05448 -3.50512  0.090
H 0.41351 3.50735 -3.57851  0.062
H 1.79665 1.40005 -5.58860  0.086
H 0.06670 1.85597 -5.65974  0.079
H 0.53752 0.16325 -5.41117  0.081
C 0.54486 -0.24289 6.86049  -0.022
C 0.86593 0.22229 5.46316  -0.488
O 0.16726 1.03269 4.89237  0.059
C 2.09001 -0.36074 4.80376  -0.028
H -0.35916 0.25738 7.20895  0.083
H 0.37218 -1.32091 6.86340  0.086
H 1.36639 0.00822 7.53430  0.085
H 1.98527 -1.44394 4.71587  0.083
H 2.97977 -0.11470 5.38708  0.088
H 2.19953 0.06159 3.80435  0.071
C -1.90971 6.49000 -4.33435  -0.020
C -1.25156 5.76298 -5.47844  -0.496
O -0.82613 4.63423 -5.34744  0.052
C -1.14269 6.49378 -6.79165  -0.023
H -1.91899 5.84610 -3.45432  0.083
H -1.35012 7.39727 -4.09885  0.087
H -2.93945 6.74066 -4.59596  0.087
H -0.54927 7.40116 -6.66438  0.087
H -2.13864 6.74462 -7.16153  0.086
H -0.64915 5.85235 -7.52232  0.083
C 1.68954 -7.52374 -1.35014  -0.027
C 2.91748 -7.69040 -0.49120  -0.508
O 3.30869 -8.78784 -0.15665  0.064
C 3.63819 -6.43682 -0.06560  -0.031
H 1.27401 -8.50522 -1.58041  0.081
H 0.93713 -6.94128 -0.81488  0.085
H 1.95419 -7.02683 -2.28551  0.084
H 2.97132 -5.80689 0.52649  0.076
H 3.98881 -5.89238 -0.94475  0.084
H 4.49996 -6.70535 0.54612  0.084

Values from the calculation:
Lowest unoccupied orbital energy ... 0.023 Eh
E ... -1608.8099 a.u.
2S+1 ... 1
HOMO energy ... -9.368 eV
HOMO-LUMO gap ... 0.367 hartree